Density functional theory data (ωB97M-V with the def2-TZVPD basis set) for 5 unconnected molecules or ions with the total composition C39H75N4O19S5.

CARTESIAN COORDINATES (ANGSTROEM)
C  0.538  5.793  1.541
C  0.496  4.533  0.568
O  1.616  3.676  0.743
C  1.636  2.626  -0.256
C  0.680  1.465  0.224
O  0.221  0.595  -0.816
C  -0.783  1.180  -1.638
C  -2.276  0.713  -1.234
N  -2.540  1.385  0.076
O  -2.180  -0.678  -0.969
C  -3.407  -1.406  -1.074
C  -4.474  -1.099  0.042
C  -5.504  -2.308  0.156
S  -6.281  -2.297  1.840
C  -6.249  -0.551  2.318
N  -7.097  0.463  2.054
N  -6.506  1.530  2.653
C  -5.363  1.185  3.265
O  -5.155  -0.174  3.077
C  -3.934  -1.265  -2.561
C  -3.006  -2.096  -3.535
C  -1.717  -1.356  -4.025
O  -0.995  -2.324  -4.818
C  0.049  -1.691  -5.581
C  1.339  -1.498  -4.680
N  -4.171  0.158  -2.972
C  -5.663  0.400  -2.844
O  -6.304  -0.133  -4.007
C  -7.528  -0.785  -3.548
C  -3.402  1.204  -2.227
C  -2.821  2.299  -3.234
C  -3.915  2.949  -4.139
O  -4.646  2.357  -4.908
C  -4.042  4.510  -4.107
C  -4.107  5.342  -5.302
C  -4.177  6.804  -5.157
C  -4.167  7.410  -3.814
C  -4.126  6.601  -2.598
C  -4.055  5.139  -2.774
H  -0.313  5.723  2.281
H  1.476  5.846  2.146
H  0.344  6.748  0.975
H  0.387  4.948  -0.475
H  -0.490  4.017  0.800
H  2.697  2.298  -0.375
H  1.255  3.106  -1.205
H  1.293  0.822  0.921
H  -0.121  1.919  0.858
H  -0.769  2.292  -1.461
H  -0.528  0.950  -2.703
H  -2.023  0.905  0.813
H  -2.313  2.378  0.029
H  -3.135  -2.494  -0.955
H  -4.975  -0.103  -0.048
H  -3.910  -1.082  1.019
H  -5.033  -3.299  -0.084
H  -6.314  -2.117  -0.595
H  -4.642  1.824  3.820
H  -4.935  -1.787  -2.582
H  -2.796  -3.089  -3.046
H  -3.624  -2.337  -4.450
H  -1.019  -1.081  -3.188
H  -1.971  -0.499  -4.709
H  -0.322  -0.742  -6.051
H  0.289  -2.402  -6.423
H  1.977  -2.416  -4.724
H  1.100  -1.316  -3.601
H  1.869  -0.586  -5.068
H  -3.985  0.206  -3.993
H  -6.091  -0.070  -1.922
H  -5.912  1.496  -2.837
H  -8.067  -0.040  -2.893
H  -7.255  -1.709  -2.962
H  -8.209  -1.024  -4.402
H  -4.155  1.775  -1.609
H  -2.087  1.799  -3.929
H  -2.344  3.135  -2.654
H  -4.081  4.863  -6.304
H  -4.198  7.441  -6.077
H  -4.187  8.517  -3.686
H  -4.109  7.017  -1.564
H  -3.990  4.517  -1.842
O  5.646  5.720  0.954
S  4.934  5.316  2.132
O  3.856  6.102  2.665
O  5.993  5.027  3.304
C  6.907  6.069  3.669
C  6.229  7.168  4.466
C  4.366  3.660  1.922
H  7.401  6.471  2.780
H  7.681  5.606  4.284
H  5.496  7.700  3.858
H  6.962  7.895  4.820
H  5.698  6.750  5.323
H  5.185  3.046  1.552
H  3.553  3.678  1.198
H  4.002  3.289  2.878
O  -3.852  -6.330  4.862
S  -4.860  -6.340  5.883
O  -6.000  -7.204  5.804
O  -5.365  -4.833  6.126
C  -5.869  -4.101  5.004
C  -7.254  -4.569  4.594
C  -4.087  -6.575  7.453
H  -5.168  -4.156  4.167
H  -5.922  -3.054  5.310
H  -7.229  -5.592  4.216
H  -7.660  -3.931  3.808
H  -7.933  -4.556  5.448
H  -3.240  -5.898  7.538
H  -3.749  -7.610  7.501
H  -4.819  -6.387  8.237
O  5.398  -0.442  -0.541
S  5.126  -0.953  0.771
O  4.776  -0.087  1.863
O  6.343  -1.898  1.227
C  7.671  -1.349  1.236
C  7.886  -0.400  2.400
C  3.895  -2.213  0.647
H  7.888  -0.862  0.282
H  8.358  -2.192  1.330
H  7.265  0.491  2.303
H  8.928  -0.078  2.445
H  7.620  -0.880  3.343
H  4.166  -2.897  -0.155
H  2.947  -1.726  0.421
H  3.827  -2.734  1.600
O  10.610  -4.772  0.492
S  10.197  -5.858  -0.349
O  9.903  -5.662  -1.738
O  8.955  -6.606  0.344
C  7.801  -5.829  0.676
C  6.986  -5.467  -0.551
C  11.365  -7.175  -0.205
H  8.091  -4.936  1.236
H  7.191  -6.441  1.343
H  7.540  -4.797  -1.209
H  6.059  -4.965  -0.265
H  6.742  -6.360  -1.130
H  11.568  -7.356  0.848
H  12.275  -6.865  -0.717
H  10.955  -8.062  -0.683

Summary:
* HOMO: -11.88 eV
* strongest force on any atom: 0.0762 hartree/bohr
* orbital gap: 9.19 eV
* total energy: -140683.9080 eV
* LUMO level: -2.69 eV
* charge: +1

Density functional theory data (ωB97M-V with the def2-TZVPD basis set) for a molecular structure, C35H36FeN.

CARTESIAN COORDINATES (ANGSTROEM)
C  -4.467  1.199  2.232
C  -4.320  2.543  1.696
C  -3.803  2.434  0.341
C  -3.630  1.020  0.039
C  -4.042  0.258  1.209
Fe  -2.611  1.550  1.645
C  -1.384  0.677  2.931
C  -1.474  2.109  3.170
C  -1.120  2.791  1.952
C  -0.734  1.783  0.945
C  -0.224  1.987  -0.374
C  0.481  3.146  -0.797
C  0.490  3.472  -2.185
C  1.324  4.461  -2.680
C  2.172  5.173  -1.820
C  2.131  4.917  -0.441
C  1.277  3.952  0.081
C  -0.990  0.468  1.563
H  -4.899  0.942  3.197
H  -4.620  3.464  2.189
H  -3.652  3.256  -0.354
H  -3.335  0.606  -0.922
H  -4.099  -0.826  1.274
H  -1.528  -0.098  3.680
H  -1.704  2.577  4.125
H  -1.028  3.861  1.785
H  -0.411  1.185  -1.097
H  -0.192  2.922  -2.840
H  1.323  4.676  -3.749
H  2.855  5.923  -2.222
H  2.780  5.479  0.232
H  1.243  3.762  1.157
H  -0.761  -0.466  1.056
C  -2.627  -2.998  -5.040
C  -1.608  -3.083  -5.977
C  -0.248  -3.091  -5.583
C  0.795  -3.163  -6.536
C  2.122  -3.182  -6.136
C  2.449  -3.123  -4.767
C  1.467  -3.040  -3.796
C  1.874  -2.970  -2.335
C  2.046  -1.526  -1.864
C  2.318  -1.394  -0.362
C  3.617  -0.576  -0.136
C  4.778  -1.330  -0.848
C  4.472  -1.417  -2.332
N  3.099  -0.858  -2.644
C  3.110  0.596  -2.299
C  3.449  0.803  -0.830
C  0.082  -3.019  -4.178
C  -0.983  -2.914  -3.253
C  -2.312  -2.912  -3.670
H  -3.669  -2.996  -5.359
H  -1.836  -3.148  -7.043
H  0.530  -3.209  -7.594
H  2.922  -3.248  -6.870
H  3.496  -3.146  -4.463
H  1.107  -3.438  -1.707
H  2.822  -3.512  -2.175
H  1.112  -0.982  -2.109
H  1.454  -0.891  0.092
H  2.418  -2.388  0.094
H  3.824  -0.460  0.932
H  5.720  -0.788  -0.709
H  4.896  -2.338  -0.435
H  5.191  -0.803  -2.894
H  4.542  -2.450  -2.696
H  3.865  1.073  -2.939
H  2.129  1.037  -2.532
H  2.650  1.378  -0.345
H  4.379  1.380  -0.755
H  -0.761  -2.842  -2.187
H  -3.109  -2.841  -2.931

Summary:
* HOMO (spin up / spin down): 0.83 / -6.04 eV
* strongest force on any atom: 0.0786 hartree/bohr
* orbital gap (spin up / spin down): 1.94 / 6.01 eV
* spin multiplicity: 5
* energy above the lowest of the compared OMol25 structures with the same formula, charge and spin: 4.35 kcal/mol
* total energy: -72750.7170 eV
* LUMO level (spin up / spin down): 2.76 / -0.03 eV
* charge: -1

Density functional theory data (ωB97M-V with the def2-TZVPD basis set) for a molecular structure, C16H23AsCl2N2O3Pd.

CARTESIAN COORDINATES (ANGSTROEM)
Pd  1.280  -0.365  -1.218
C  5.267  -0.331  0.137
C  3.799  -0.708  0.119
O  3.285  -0.986  -0.995
C  3.137  -0.739  1.365
C  1.779  -0.964  1.607
C  1.261  -0.803  3.014
N  0.915  -1.270  0.643
N  -0.389  -1.368  0.979
C  -1.262  -0.927  0.113
O  -0.967  -0.369  -1.004
C  -2.676  -0.940  0.545
C  -2.976  -0.755  1.892
C  -4.290  -0.621  2.295
C  -5.314  -0.697  1.364
C  -5.020  -0.900  0.026
C  -3.705  -1.010  -0.388
H  5.614  -0.229  -0.888
H  5.849  -1.107  0.632
H  5.422  0.606  0.668
H  3.746  -0.510  2.228
H  2.058  -0.946  3.735
H  0.466  -1.524  3.195
H  0.842  0.196  3.140
H  -2.164  -0.695  2.602
H  -4.518  -0.442  3.336
H  -6.341  -0.595  1.680
H  -5.820  -0.959  -0.697
H  -3.465  -1.152  -1.431
C  -1.305  1.935  -2.607
As  0.259  2.221  -1.470
C  0.150  2.087  0.489
C  0.502  4.173  -1.569
O  1.608  1.584  -2.154
H  -2.224  2.185  -2.086
H  -1.332  0.894  -2.925
H  -1.170  2.597  -3.466
H  -0.545  2.839  0.861
H  1.160  2.311  0.852
H  -0.157  1.108  0.844
H  -0.403  4.711  -1.292
H  0.793  4.456  -2.581
H  1.309  4.445  -0.887
Cl  2.675  -3.757  -1.763
C  0.977  -3.371  -2.078
Cl  0.869  -2.018  -3.223
H  0.534  -3.051  -1.131
H  0.486  -4.241  -2.506

Summary:
* HOMO (spin up / spin down): -7.20 / -7.20 eV
* strongest force on any atom: 0.0622 hartree/bohr
* orbital gap (spin up / spin down): 6.30 / 6.30 eV
* total energy: -115448.6914 eV
* LUMO level (spin up / spin down): -0.90 / -0.90 eV
* charge: 0

Density functional theory data (ωB97M-V with the def2-TZVPD basis set) for C5H8ClNS in the gas phase.

CARTESIAN COORDINATES (ANGSTROEM)
C  0.408  1.568  -1.405
C  1.085  0.167  -0.969
C  0.052  -0.853  -0.612
C  0.268  -1.903  0.483
C  -0.392  0.321  1.695
H  -0.500  1.851  -0.877
H  1.137  2.231  -1.583
H  1.796  -0.273  -1.661
H  1.760  0.169  0.012
H  -0.659  -1.193  -1.390
H  1.255  -1.759  0.782
H  -0.285  -2.924  0.591
H  -0.252  1.591  1.303
N  -0.477  -0.664  0.692
S  -0.506  -0.264  3.379
Cl  -0.079  0.787  -3.014

Summary:
* HOMO: -8.46 eV
* strongest force on any atom: 0.1287 hartree/bohr
* orbital gap: 8.41 eV
* energy above the lowest of the compared OMol25 structures with the same formula, charge and spin: 91.65 kcal/mol
* total energy: -30158.1900 eV
* LUMO level: -0.05 eV
* charge: 0

Density functional theory data (ωB97M-V with the def2-TZVPD basis set) for H3N3O2 in the gas phase.

CARTESIAN COORDINATES (ANGSTROEM)
N  -0.626  -1.090  -0.221
N  -0.462  0.266  0.036
N  0.797  0.819  0.138
O  1.762  0.023  0.096
O  0.859  2.023  0.042
H  0.252  -1.481  -0.159
H  -1.397  -1.534  0.466
H  -1.185  0.975  -0.398

Summary:
* HOMO: -9.58 eV
* strongest force on any atom: 0.0886 hartree/bohr
* orbital gap: 9.98 eV
* energy above the lowest of the compared OMol25 structures with the same formula, charge and spin: 18.24 kcal/mol
* total energy: -8609.0774 eV
* LUMO level: 0.40 eV
* charge: 0